Record 1
Below is 9 unconnected molecules or ions with the total composition C38H69F4NO16P3S2 in a non-equilibrium geometry, with properties calculated with the ωB97M-V functional and the def2-TZVPD basis.

Cartesian coordinates (Å):
C1 2.25 2.31 2.06
C2 1.18 1.92 1.06
C3 -0.09 2.44 1.16
C4 -1.07 2.10 0.25
C5 -0.88 1.24 -0.82
C6 -1.85 0.84 -1.90
P1 -3.55 0.04 -1.67
C7 -2.76 -1.66 -1.42
C8 -1.64 -1.90 -0.41
C9 -1.87 -3.15 0.48
F1 -0.44 -2.24 -1.12
C10 -3.69 0.38 0.23
P2 -4.86 -0.66 1.15
O1 -4.47 -0.56 2.58
O2 -6.38 -0.13 1.10
O3 -4.83 -2.22 0.77
O4 -5.26 -0.51 -1.43
C11 -5.78 -1.52 -2.03
N1 -6.14 -2.49 -2.56
P3 -3.74 -0.28 -3.95
O5 -3.60 -1.88 -4.39
O6 -2.58 0.49 -4.83
S1 -5.43 0.22 -4.77
S2 -4.37 2.17 -1.95
O7 -4.20 2.69 -3.31
O8 -3.63 3.15 -1.15
C12 -6.16 2.49 -1.54
F2 -7.05 1.76 -2.19
F3 -6.42 2.54 -0.23
F4 -6.36 3.77 -1.97
C13 0.43 0.76 -0.91
C14 1.42 1.06 -0.01
H1 3.20 2.60 1.60
H2 2.47 1.47 2.74
H3 1.85 3.13 2.66
H4 -0.31 3.13 1.97
H5 -2.06 2.52 0.40
H6 -1.31 0.13 -2.55
H7 -1.90 1.72 -2.56
H8 -3.46 -2.50 -1.31
H9 -2.25 -1.88 -2.36
H10 -1.33 -1.12 0.28
H11 -0.91 -3.56 0.81
H12 -2.36 -2.77 1.39
H13 -2.53 -3.88 0.01
H14 -4.10 1.36 0.46
H15 -2.77 0.26 0.79
H16 -6.66 0.01 2.01
H17 -5.25 -2.74 1.46
H18 -2.68 -2.07 -4.62
H19 -1.75 0.00 -4.81
H20 0.68 0.08 -1.72
H21 2.40 0.61 -0.14
C15 1.91 3.79 -4.87
C16 1.08 3.47 -3.64
O9 0.57 2.39 -3.48
C17 0.92 4.57 -2.62
H22 1.94 2.91 -5.52
H23 1.46 4.62 -5.42
H24 2.93 4.05 -4.58
H25 0.43 5.43 -3.07
H26 1.90 4.86 -2.23
H27 0.31 4.20 -1.80
C18 6.07 2.82 -1.90
C19 5.70 2.10 -0.62
O10 4.59 1.70 -0.42
C20 6.80 1.91 0.40
H28 5.19 2.89 -2.54
H29 6.42 3.83 -1.68
H30 6.85 2.27 -2.43
H31 7.18 2.89 0.72
H32 7.61 1.33 -0.03
H33 6.40 1.39 1.26
C21 3.68 -1.52 5.20
C22 4.49 -0.62 4.30
O11 4.08 0.47 3.97
C23 5.83 -1.14 3.84
H34 2.75 -1.03 5.46
H35 3.46 -2.46 4.69
H36 4.24 -1.73 6.12
H37 5.69 -2.06 3.27
H38 6.47 -1.34 4.70
H39 6.30 -0.40 3.20
C24 6.79 -5.51 5.09
C25 7.61 -4.63 4.19
O12 7.22 -3.54 3.85
C26 8.95 -5.16 3.73
H40 5.86 -5.01 5.34
H41 6.56 -6.45 4.58
H42 7.34 -5.72 6.01
H43 8.81 -6.08 3.17
H44 9.59 -5.35 4.60
H45 9.43 -4.42 3.10
C27 3.65 -0.04 9.44
C28 3.57 -1.54 9.29
O13 4.52 -2.19 8.92
C29 2.26 -2.20 9.62
H46 4.65 0.30 9.16
H47 2.92 0.44 8.78
H48 3.45 0.24 10.47
H49 1.47 -1.82 8.97
H50 2.00 -2.01 10.67
H51 2.34 -3.27 9.47
C30 2.65 -2.59 -0.52
C31 2.33 -3.29 0.78
O14 1.21 -3.66 1.05
C32 3.48 -3.52 1.73
H52 1.74 -2.49 -1.11
H53 3.05 -1.60 -0.32
H54 3.38 -3.18 -1.09
H55 3.91 -2.56 2.02
H56 4.25 -4.14 1.25
H57 3.12 -4.03 2.62
C33 -6.39 6.57 -3.30
C34 -6.74 7.93 -3.86
O15 -5.94 8.83 -3.90
C35 -8.15 8.11 -4.38
H58 -5.35 6.57 -2.96
H59 -7.03 6.35 -2.45
H60 -6.50 5.81 -4.07
H61 -8.86 7.94 -3.58
H62 -8.34 7.40 -5.19
H63 -8.27 9.12 -4.76
C36 -5.98 -4.47 -8.09
C37 -4.89 -4.20 -7.07
O16 -3.73 -4.40 -7.34
C38 -5.32 -3.67 -5.73
H64 -5.54 -4.84 -9.01
H65 -6.67 -5.22 -7.70
H66 -6.52 -3.54 -8.30
H67 -5.99 -4.39 -5.25
H68 -5.83 -2.71 -5.85
H69 -4.45 -3.52 -5.11

HOMO level, hartree: -0.1941
Frontier orbital gap, eV: 6.870
Net charge: -1
Largest force on an atom, eV/Å: 4.04

=====

Record 2
Below is 5 unconnected molecules or ions with the total composition C38H70B2F5O21S2 in a non-equilibrium geometry, with properties calculated with the ωB97M-V functional and the def2-TZVPD basis.

Cartesian coordinates (Å):
C1 0.83 -2.23 3.54
C2 0.40 -1.13 2.38
O1 0.70 -1.57 1.01
B1 0.00 -0.64 0.09
O2 -0.15 0.79 0.46
C3 -0.62 -1.13 -1.40
S1 -0.72 -2.99 -1.26
O3 -1.88 -0.40 -1.49
C4 -3.10 -1.15 -1.32
C5 -3.48 -1.54 0.26
C6 -4.95 -2.32 0.36
O4 -5.87 -1.31 0.97
C7 -7.21 -1.93 0.80
C8 -8.32 -1.00 -0.02
O5 -7.49 -3.16 1.27
C9 -4.32 -0.07 -1.72
O6 -4.14 1.23 -1.34
O7 -5.53 -0.50 -2.44
C10 0.33 -0.57 -2.67
C11 1.93 -0.67 -2.39
C12 2.54 -2.13 -1.98
C13 4.16 -1.85 -1.64
O8 4.90 -1.29 -2.79
C14 6.29 -1.13 -2.25
O9 -0.18 0.80 -2.86
C15 0.76 1.77 -3.35
C16 1.51 2.69 -2.17
B2 3.05 3.05 -2.72
O10 3.58 4.44 -2.55
O11 3.96 2.07 -3.36
C17 -0.16 2.90 -4.18
C18 -1.46 3.43 -3.32
C19 -1.29 5.05 -2.97
C20 -2.83 3.35 -4.28
S2 -0.07 -1.45 -4.31
O12 0.43 -2.95 -4.33
O13 0.88 -0.76 -5.37
C21 -1.79 -1.21 -4.95
F1 -1.66 -0.85 -6.41
F2 -2.58 -0.10 -4.36
C22 -2.76 -2.54 -4.95
F3 -2.82 -3.09 -6.36
F4 -4.16 -2.06 -4.68
F5 -2.46 -3.57 -3.95
H1 1.04 -3.28 3.01
H2 1.76 -1.88 4.15
H3 -0.11 -2.33 4.27
H4 1.06 -0.17 2.58
H5 -0.76 -0.89 2.45
H6 0.77 1.14 0.70
H7 -0.92 -3.41 0.08
H8 -3.29 -2.04 -2.07
H9 -2.61 -2.18 0.78
H10 -3.55 -0.54 0.85
H11 -4.85 -3.18 1.19
H12 -5.33 -2.73 -0.66
H13 -8.72 -1.66 -0.91
H14 -9.20 -0.64 0.67
H15 -7.76 -0.07 -0.48
H16 2.35 0.11 -1.59
H17 2.52 -0.37 -3.39
H18 2.55 -2.94 -2.81
H19 2.11 -2.56 -0.95
H20 4.63 -2.87 -1.25
H21 4.14 -1.11 -0.71
H22 6.75 -0.08 -2.51
H23 6.29 -1.20 -1.06
H24 6.98 -2.03 -2.61
H25 1.55 1.43 -4.14
H26 0.98 3.72 -1.99
H27 1.51 2.09 -1.17
H28 2.87 5.06 -2.90
H29 4.53 1.60 -2.67
H30 -0.45 2.38 -5.21
H31 0.52 3.82 -4.49
H32 -1.62 2.90 -2.29
H33 -0.62 5.62 -3.76
H34 -0.87 5.10 -1.87
H35 -2.41 5.47 -2.94
H36 -2.81 2.44 -5.02
H37 -3.79 3.30 -3.59
H38 -2.96 4.32 -4.94
O14 0.67 -6.95 0.11
C23 0.74 -7.27 -1.07
O15 1.65 -6.70 -1.89
C24 1.94 -7.13 -3.23
C25 0.97 -6.51 -4.22
C26 -0.25 -8.24 -1.66
H39 1.96 -8.23 -3.30
H40 2.95 -6.79 -3.46
H41 -0.06 -6.81 -4.02
H42 1.23 -6.79 -5.24
H43 1.00 -5.42 -4.14
H44 -1.17 -7.70 -1.92
H45 -0.48 -9.00 -0.91
H46 0.12 -8.78 -2.53
O16 1.93 1.08 3.69
C27 1.41 2.18 3.86
O17 1.93 3.27 3.26
C28 1.31 4.57 3.25
C29 1.64 5.35 4.50
C30 0.25 2.35 4.80
H47 0.23 4.49 3.08
H48 1.71 5.10 2.38
H49 1.26 4.85 5.40
H50 1.21 6.35 4.46
H51 2.73 5.43 4.62
H52 0.63 2.43 5.82
H53 -0.39 1.46 4.72
H54 -0.38 3.20 4.57
O18 0.11 -2.57 6.95
C31 1.06 -3.25 7.33
O19 2.23 -3.23 6.64
C32 3.45 -3.84 7.09
C33 3.49 -5.31 6.72
C34 0.93 -4.17 8.50
H55 3.61 -3.67 8.16
H56 4.27 -3.32 6.57
H57 2.69 -5.87 7.20
H58 4.45 -5.76 7.01
H59 3.36 -5.44 5.64
H60 0.47 -5.11 8.16
H61 0.28 -3.70 9.24
H62 1.86 -4.39 9.01
O20 0.10 5.60 0.37
C35 -0.04 6.80 0.59
O21 0.37 7.33 1.77
C36 0.42 8.74 2.06
C37 -0.93 9.23 2.55
C38 -0.76 7.68 -0.38
H63 0.79 9.30 1.20
H64 1.16 8.86 2.86
H65 -1.70 9.11 1.79
H66 -0.88 10.29 2.82
H67 -1.25 8.65 3.42
H68 -1.84 7.58 -0.23
H69 -0.51 7.35 -1.40
H70 -0.47 8.73 -0.33

HOMO level, hartree: -0.1661
Frontier orbital gap, eV: 6.220
Net charge: -1
Largest force on an atom, eV/Å: 9.99

=====

Record 3
Below is 3 unconnected molecules or ions with the total composition C38H70N5O7S3 in a non-equilibrium geometry, with properties calculated with the ωB97M-V functional and the def2-TZVPD basis.

Cartesian coordinates (Å):
C1 3.83 -2.12 6.31
C2 4.57 -1.91 4.98
C3 4.10 -0.61 4.31
O1 3.00 -0.91 3.41
C4 3.19 -0.70 2.08
C5 4.51 -1.16 1.42
C6 4.50 -2.53 0.72
S1 4.59 -3.96 1.84
C7 3.37 -4.99 1.17
N1 3.27 -5.41 -0.05
N2 2.17 -6.20 -0.08
C8 1.67 -6.25 1.10
O2 2.40 -5.47 1.93
C9 1.86 -1.22 1.48
O3 1.65 -2.63 1.53
C10 0.87 -2.98 2.51
N3 0.42 -3.30 3.54
C11 1.45 -0.40 0.24
C12 -0.03 -0.02 0.18
C13 -0.98 -1.21 -0.08
C14 -2.37 -0.99 0.51
S2 -2.27 -0.84 2.31
C15 -3.95 -0.36 2.80
S3 -4.86 -1.52 3.46
N4 -4.47 0.94 2.71
C16 -4.17 1.68 1.48
C17 -2.77 2.33 1.34
C18 -4.35 1.73 3.95
C19 -2.99 1.72 4.66
C20 2.05 -0.71 -1.15
C21 1.46 -1.97 -1.77
O4 1.38 -3.02 -1.21
O5 0.95 -1.79 -3.03
C22 2.15 0.90 0.67
N5 3.00 0.73 1.59
O6 3.82 1.62 2.18
C23 4.10 2.80 1.43
C24 3.08 3.91 1.76
O7 2.68 3.66 3.09
C25 1.60 4.52 3.51
C26 0.32 3.69 3.62
H1 2.83 -1.68 6.27
H2 4.37 -1.62 7.11
H3 3.71 -3.18 6.52
H4 5.65 -1.95 5.11
H5 4.23 -2.71 4.33
H6 3.67 0.01 5.09
H7 4.89 -0.02 3.86
H8 5.36 -1.16 2.10
H9 4.76 -0.44 0.64
H10 3.66 -2.67 0.04
H11 5.39 -2.56 0.10
H12 0.80 -6.80 1.40
H13 1.15 -0.82 2.22
H14 -0.35 0.51 1.08
H15 -0.17 0.68 -0.65
H16 -0.56 -2.16 0.25
H17 -1.12 -1.30 -1.16
H18 -2.83 -0.13 0.02
H19 -2.97 -1.86 0.26
H20 -4.90 2.48 1.43
H21 -4.41 1.02 0.65
H22 -2.02 1.89 1.98
H23 -2.81 3.40 1.50
H24 -2.43 2.19 0.31
H25 -5.11 1.38 4.64
H26 -4.62 2.75 3.70
H27 -3.15 2.15 5.65
H28 -2.58 0.73 4.82
H29 -2.30 2.40 4.16
H30 3.14 -0.77 -1.06
H31 1.84 0.14 -1.80
H32 1.66 -1.58 -3.64
H33 1.93 1.84 0.19
H34 4.22 2.63 0.36
H35 5.06 3.15 1.80
H36 2.19 3.81 1.13
H37 3.52 4.91 1.69
H38 1.86 4.85 4.51
H39 1.49 5.36 2.82
H40 0.56 2.65 3.81
H41 -0.31 4.05 4.42
H42 -0.25 3.79 2.69
C27 -2.40 3.74 -5.81
C28 -1.03 4.37 -5.61
C29 0.05 3.36 -5.23
C30 -0.19 2.63 -3.90
C31 -0.34 3.54 -2.68
C32 0.91 4.36 -2.38
H43 -2.78 3.29 -4.89
H44 -3.12 4.49 -6.13
H45 -2.37 2.96 -6.58
H46 -1.09 5.16 -4.86
H47 -0.73 4.86 -6.54
H48 1.02 3.87 -5.19
H49 0.14 2.61 -6.02
H50 0.65 1.94 -3.73
H51 -1.08 2.00 -3.99
H52 -0.55 2.92 -1.81
H53 -1.20 4.20 -2.81
H54 1.76 3.70 -2.21
H55 0.75 4.94 -1.47
H56 1.16 5.06 -3.17
C33 -4.35 -5.48 -3.59
C34 -3.96 -4.51 -4.70
C35 -2.62 -3.82 -4.45
C36 -2.56 -2.94 -3.20
C37 -3.61 -1.82 -3.14
C38 -3.46 -0.80 -4.26
H57 -4.49 -4.97 -2.64
H58 -5.29 -5.98 -3.84
H59 -3.59 -6.25 -3.46
H60 -4.75 -3.76 -4.84
H61 -3.89 -5.06 -5.64
H62 -2.36 -3.21 -5.33
H63 -1.83 -4.57 -4.37
H64 -1.57 -2.50 -3.13
H65 -2.67 -3.57 -2.31
H66 -3.50 -1.30 -2.18
H67 -4.61 -2.24 -3.15
H68 -2.47 -0.35 -4.25
H69 -4.20 0.00 -4.15
H70 -3.62 -1.25 -5.24

HOMO level, hartree: -0.3702
Frontier orbital gap, eV: 6.359
Net charge: +1
Largest force on an atom, eV/Å: 2.32

=====

Q: What is the largest force on an atom in the second record?
A: 9.99 eV/Å